The following is a DFT calculation (ωB97M-V/def2-TZVPD) of a cluster of 2 separate species, C4H11NO3 in total in a non-equilibrium geometry.

Last column: Mulliken charge in e.
CARTESIAN COORDINATES (ANGSTROEM)
C: -1.60 0.83 -1.22  -0.8625
N: -0.27 0.08 -1.38  -0.4395
C: 0.45 -0.01 -0.10  0.3380
C: 0.98 1.42 0.42  -0.4079
O: 1.85 1.18 1.62  -0.5319
C: 1.38 -1.15 -0.36  -0.2522
O: 1.21 -1.84 0.57  -0.3822
H: -1.75 1.70 -0.63  0.3015
H: -2.26 0.83 -2.04  0.4039
H: -2.32 0.01 -0.72  0.2343
H: 0.35 0.55 -2.03  0.2420
H: -0.45 0.00 0.54  0.3336
H: 0.06 2.02 0.72  0.1796
H: 1.59 1.85 -0.43  0.3304
H: 2.82 1.47 1.48  0.3075
H: 1.95 -1.35 -1.41  0.2154
H: -1.62 -2.95 1.19  0.2821
H: -0.84 -2.48 2.16  0.2803
O: -1.53 -2.16 1.63  -0.5723

Properties
Relative energy (zero: lowest compared OMol25 entry of this formula, charge and spin) (kJ/mol): 514.8
HOMO energy (eV): -8.71
Max |F| (eV/Å): 5.77
DFT total energy (eV): -11954.77437
Charge: 0
Gap between HOMO and LUMO (eV): 9.452
LUMO (eV): 0.745
Molecular weight (g mol⁻¹): 121.14